No. 1
{
  "formula": "C38H35F3N5P2ReS2",
  "method": "ωB97M-V/def2-TZVPD",
  "max_force_ha_per_bohr": 0.022,
  "multiplicity": 2,
  "e_above_lowest_kj_mol": 62.9,
  "homo_lumo_gap_ev": [6.27, 6.53],
  "total_charge": 1,
  "symbols": ["Re", "S", "P", "C", "P", "S", "C", "C", "C", "C", "C", "C", "C", "C", "C", "C", "C", "C", "C", "C", "C", "C", "C", "C", "C", "C", "C", "C", "C", "C", "H", "H", "H", "H", "H", "H", "H", "H", "H", "H", "H", "H", "H", "H", "H", "H", "H", "H", "H", "H", "C", "N", "C", "C", "N", "N", "C", "N", "N", "H", "H", "H", "H", "H", "H", "H", "H", "H", "H", "H", "F", "C", "F", "F", "C", "C", "C", "C", "C", "C", "C", "C", "H", "H", "H", "H"],
  "coordinates": [[0.21752, 1.90442, -0.19867], [-0.95338, 3.31998, 1.41176], [-1.09062, 1.48187, 2.30862], [0.06938, 0.61198, 1.33225], [1.60534, -0.09942, 1.80731], [3.02532, 1.27353, 1.91937], [1.95581, -1.34295, 0.53512], [0.91538, -1.94444, -0.16803], [1.18869, -2.92334, -1.11091], [2.50155, -3.30616, -1.35213], [3.54111, -2.70835, -0.65236], [3.27099, -1.72436, 0.28825], [1.42562, -1.03933, 3.34891], [2.36061, -0.93007, 4.36998], [2.22114, -1.69848, 5.51751], [1.15379, -2.57542, 5.64402], [0.21676, -2.68494, 4.62429], [0.35175, -1.91781, 3.47974], [-0.78511, 1.53548, 4.07579], [-1.50451, 0.73586, 4.95978], [-1.16433, 0.72877, 6.30333], [-0.11167, 1.51044, 6.75748], [0.60708, 2.30546, 5.87388], [0.27375, 2.32069, 4.53064], [-2.73755, 0.81888, 2.03744], [-3.83206, 1.43421, 2.64299], [-5.10571, 0.94033, 2.42002], [-5.28812, -0.16288, 1.59401], [-4.19982, -0.76826, 0.98355], [-2.92066, -0.27689, 1.20161], [-0.10572, -1.62681, 0.00215], [0.37705, -3.38660, -1.65756], [2.71435, -4.07599, -2.08282], [4.56399, -3.01343, -0.83381], [4.07525, -1.24899, 0.83798], [3.18581, -0.23671, 4.26540], [2.94936, -1.61164, 6.31321], [1.04973, -3.17495, 6.53902], [-0.61818, -3.36667, 4.72279], [-0.38330, -2.00281, 2.68509], [-2.31893, 0.11839, 4.60301], [-1.72065, 0.11014, 6.99493], [0.15093, 1.49984, 7.80728], [1.42954, 2.91056, 6.23104], [0.83870, 2.92758, 3.83269], [-3.68732, 2.29529, 3.28549], [-5.95748, 1.41408, 2.88939], [-6.28530, -0.54679, 1.42344], [-4.34449, -1.62023, 0.33234], [-2.06910, -0.72198, 0.70198], [4.06476, 2.46793, -4.09941], [3.40636, 1.61762, -3.10951], [4.27817, 0.66864, -2.42463], [2.27124, 1.99179, -2.47940], [1.99872, 1.68772, -1.25193], [1.36360, 2.70460, -3.24755], [0.39636, 3.56968, -2.79235], [-0.14404, 4.36213, -3.74316], [0.06300, 3.60864, -1.54504], [4.72924, 1.84838, -4.69601], [4.65371, 3.25282, -3.61795], [3.35882, 2.93495, -4.78011], [4.96553, 0.24886, -3.15477], [3.68521, -0.14181, -2.00347], [4.85997, 1.14190, -1.62714], [2.78290, 1.33891, -0.70374], [1.43860, 2.58264, -4.24266], [0.12209, 4.28643, -4.70868], [-1.00927, 4.83524, -3.54849], [-0.58491, 4.35362, -1.32105], [-3.31732, -4.56470, -6.14445], [-3.29853, -3.28103, -6.55010], [-4.54906, -2.95603, -6.90665], [-2.53984, -3.23909, -7.66192], [-2.75387, -2.37704, -5.48121], [-1.43942, -2.55689, -5.06432], [-0.91216, -1.74306, -4.08148], [-1.69736, -0.73959, -3.49810], [-3.01649, -0.57568, -3.92128], [-3.54160, -1.38988, -4.91212], [-1.14148, 0.09423, -2.47893], [-0.62901, 0.77957, -1.61295], [-0.83320, -3.33256, -5.51445], [0.10946, -1.87276, -3.74844], [-3.62899, 0.19131, -3.46648], [-4.56348, -1.25862, -5.23863]],
  "forces_ev_per_angstrom": [[-0.9625, -0.0246, 0.0646], [-0.0689, -0.3025, -0.1226], [0.0443, -0.1743, -0.0178], [0.5600, 0.8619, -0.4601], [0.1572, -0.0994, 0.2186], [0.0318, -0.0931, 0.0144], [-0.1180, 0.0185, -0.0340], [0.0361, 0.0207, -0.0279], [0.0167, -0.0266, -0.0138], [-0.0286, -0.0138, -0.0205], [0.0402, 0.0193, 0.0291], [0.0131, -0.0441, 0.0414], [-0.0206, -0.0213, -0.1081], [-0.0176, 0.0597, 0.0138], [-0.0269, -0.0210, 0.0303], [0.0253, 0.0227, 0.0083], [-0.0427, -0.0003, -0.0042], [-0.0237, -0.0068, -0.0212], [0.0516, 0.0691, -0.0980], [0.0203, -0.0505, 0.0127], [-0.0081, -0.0199, 0.0061], [0.0115, 0.0095, -0.0080], [0.0065, 0.0035, 0.0170], [0.0076, 0.0052, -0.0096], [0.0321, -0.0184, 0.1266], [-0.0194, -0.0226, 0.0134], [-0.0061, 0.0205, 0.0106], [0.0121, -0.0055, -0.0057], [-0.0193, -0.0087, -0.0095], [0.0009, 0.0408, -0.0222], [0.0062, -0.0043, -0.0134], [-0.0014, -0.0049, 0.0127], [0.0025, 0.0008, 0.0011], [-0.0066, -0.0001, -0.0007], [0.0044, 0.0054, -0.0108], [0.0007, -0.0086, -0.0161], [-0.0021, -0.0008, 0.0013], [0.0015, -0.0021, -0.0016], [0.0057, -0.0018, -0.0004], [0.0068, -0.0093, -0.0054], [0.0047, -0.0004, 0.0074], [0.0032, 0.0013, -0.0005], [0.0003, 0.0019, 0.0000], [-0.0028, -0.0006, 0.0007], [-0.0058, -0.0066, 0.0096], [-0.0076, -0.0049, 0.0039], [0.0008, -0.0011, -0.0026], [0.0017, -0.0029, -0.0016], [-0.0043, 0.0005, 0.0030], [-0.0009, -0.0080, 0.0130], [0.0014, 0.0063, -0.0084], [0.0132, -0.0102, -0.0524], [-0.0032, -0.0075, 0.0216], [0.0085, -0.0304, 0.0997], [0.0347, -0.2188, 0.2955], [-0.0036, 0.0501, -0.0317], [0.0757, -0.0578, -0.1025], [-0.0500, -0.0344, 0.0378], [0.2038, 0.0447, 0.1357], [-0.0050, -0.0092, -0.0037], [0.0070, -0.0073, 0.0018], [-0.0031, 0.0148, 0.0179], [0.0014, 0.0028, -0.0025], [-0.0011, -0.0026, 0.0058], [-0.0041, 0.0038, 0.0004], [0.0285, -0.0025, -0.0129], [-0.0189, -0.0234, -0.0090], [0.0238, 0.0159, 0.0055], [0.0041, 0.0028, -0.0023], [0.0062, 0.0150, -0.0239], [0.0020, 0.0224, -0.0044], [-0.0155, -0.0466, -0.0419], [0.0211, -0.0052, 0.0073], [-0.0057, 0.0042, 0.0178], [0.0047, 0.0248, 0.0231], [-0.0125, -0.0089, -0.0126], [-0.0327, 0.0415, 0.0041], [-0.0106, -0.0999, -0.0624], [-0.0045, -0.0021, 0.0131], [0.0055, -0.0032, 0.0034], [0.0906, 0.0482, 0.0581], [-0.0805, 0.1111, 0.0111], [-0.0002, -0.0002, -0.0004], [-0.0014, 0.0083, -0.0134], [0.0083, 0.0026, 0.0038], [-0.0002, -0.0008, -0.0021]]
}

No. 2
{
  "formula": "C38H35FeGe2N4OS",
  "method": "ωB97M-V/def2-TZVPD",
  "max_force_ha_per_bohr": 0.002,
  "multiplicity": 6,
  "e_above_lowest_kj_mol": 44.3,
  "homo_lumo_gap_ev": [6.75, 6.48],
  "total_charge": 0,
  "symbols": ["Fe", "C", "C", "N", "C", "C", "C", "C", "C", "C", "C", "N", "C", "C", "C", "C", "C", "C", "C", "C", "N", "C", "H", "H", "H", "H", "H", "H", "H", "H", "H", "H", "H", "H", "O", "N", "C", "C", "C", "C", "C", "S", "H", "H", "H", "H", "C", "Ge", "C", "C", "Ge", "C", "C", "C", "C", "C", "C", "C", "C", "C", "C", "C", "C", "H", "H", "H", "H", "H", "H", "H", "H", "H", "H", "H", "H", "H", "H", "H", "H", "H", "H", "H"],
  "coordinates": [[-0.14458, -1.32352, 0.06015], [-2.58642, -5.09006, 0.38712], [-2.24033, -3.72634, 0.38803], [-1.17120, -3.26736, -0.21446], [-0.33950, -4.12780, -0.86355], [-0.61920, -5.50665, -0.93643], [-1.77719, -5.96967, -0.27238], [0.23374, -6.35366, -1.68189], [1.30449, -5.80706, -2.33074], [1.59988, -4.43397, -2.25001], [0.81846, -3.56502, -1.51020], [0.99600, -2.20650, -1.37012], [1.29912, -1.43714, -2.48518], [2.44041, -1.48620, -3.25083], [2.58535, -0.67317, -4.39635], [1.60537, 0.19380, -4.78244], [0.42031, 0.29559, -4.01387], [-0.65560, 1.14588, -4.34891], [-1.77391, 1.16095, -3.56627], [-1.80035, 0.35567, -2.41179], [-0.81771, -0.43450, -2.06245], [0.28138, -0.49965, -2.86227], [-3.47926, -5.41668, 0.90129], [-2.84704, -2.99660, 0.90901], [-2.01058, -7.02738, -0.30042], [0.01969, -7.41294, -1.73424], [1.95791, -6.44275, -2.91513], [2.46756, -4.05705, -2.76903], [3.24820, -2.14117, -2.95632], [3.49840, -0.74326, -4.97387], [1.71924, 0.81288, -5.66316], [-0.58006, 1.77323, -5.22886], [-2.62167, 1.78954, -3.79817], [-2.65832, 0.37450, -1.75124], [-1.36675, -1.17984, 1.73827], [-0.79357, -1.08761, 2.93293], [-1.59864, -0.76155, 3.96794], [-1.10734, -0.64980, 5.23788], [0.25450, -0.87663, 5.45212], [1.05525, -1.20817, 4.39251], [0.53632, -1.33385, 3.09345], [1.48536, -1.80160, 1.74742], [-2.62878, -0.60387, 3.68974], [-1.77772, -0.38887, 6.04303], [0.67636, -0.77953, 6.44303], [2.11443, -1.37815, 4.51520], [-3.39084, 1.85154, 1.85224], [-2.07947, 2.70128, 0.65625], [-3.09490, 3.09433, -0.98877], [-1.62304, 4.47286, 1.39071], [-0.03312, 1.35408, 0.45598], [0.89778, 1.75555, 2.16276], [2.28948, 1.69366, 2.25596], [2.94639, 1.98384, 3.44051], [2.22375, 2.34978, 4.57010], [0.84218, 2.40881, 4.50266], [0.19259, 2.10615, 3.31218], [1.08515, 2.15626, -0.95976], [0.67286, 3.28490, -1.66549], [1.45113, 3.82653, -2.68097], [2.66667, 3.24615, -3.00594], [3.09306, 2.11845, -2.31798], [2.30563, 1.57818, -1.31420], [-4.31221, 2.43592, 1.84995], [-3.03092, 1.78603, 2.87872], [-3.60832, 0.84205, 1.50197], [-3.73153, 3.95424, -0.77217], [-3.74253, 2.26938, -1.28181], [-2.45027, 3.34900, -1.82777], [-2.52836, 5.00514, 1.68706], [-1.10822, 5.06325, 0.63223], [-0.96448, 4.38982, 2.25335], [2.87767, 1.40747, 1.39160], [4.02725, 1.93013, 3.48217], [2.73673, 2.58704, 5.49371], [0.26502, 2.68600, 5.37675], [-0.89016, 2.15075, 3.28957], [-0.27211, 3.75732, -1.42441], [1.10849, 4.70514, -3.21407], [3.27901, 3.66705, -3.79348], [4.03526, 1.65009, -2.57446], [2.64241, 0.67531, -0.81371]],
  "forces_ev_per_angstrom": [[0.0298, 0.0471, -0.0893], [0.0239, 0.0352, -0.0123], [-0.0009, -0.0726, -0.0218], [-0.0642, 0.0654, 0.0426], [0.0622, 0.0313, -0.0145], [-0.0148, -0.0513, -0.0069], [0.0074, 0.0106, -0.0050], [0.0192, 0.0261, -0.0019], [-0.0463, -0.0584, 0.0215], [-0.0197, 0.0943, 0.0404], [0.0305, -0.1102, -0.0368], [-0.0577, 0.0107, 0.1020], [0.0274, 0.0399, -0.0425], [-0.0483, -0.0176, 0.0371], [-0.0296, 0.0192, -0.0084], [-0.0017, -0.0185, -0.0003], [0.0218, 0.0201, -0.0325], [0.0035, -0.0122, -0.0037], [0.0167, -0.0245, 0.0183], [-0.0338, 0.0493, -0.0393], [-0.0218, -0.0176, 0.0839], [0.0730, -0.0318, 0.0078], [-0.0052, -0.0027, 0.0028], [-0.0049, 0.0092, 0.0099], [-0.0035, -0.0069, -0.0002], [0.0009, -0.0137, -0.0065], [0.0054, -0.0028, -0.0039], [0.0080, -0.0265, -0.0058], [0.0150, 0.0084, -0.0191], [0.0115, -0.0010, -0.0052], [0.0026, 0.0093, -0.0042], [-0.0030, 0.0086, -0.0083], [-0.0095, 0.0036, -0.0056], [-0.0308, 0.0168, 0.0247], [-0.0032, -0.0664, -0.0229], [0.0142, -0.0201, 0.0111], [0.0391, 0.0201, 0.0529], [-0.0417, -0.0317, -0.0206], [-0.0084, 0.0299, 0.0185], [-0.0027, 0.0187, -0.0166], [-0.0596, -0.0082, -0.0547], [0.0497, 0.0402, -0.0116], [-0.0072, 0.0111, -0.0168], [-0.0026, 0.0091, 0.0029], [0.0042, -0.0042, 0.0080], [0.0117, -0.0081, -0.0015], [0.0252, -0.0300, -0.0210], [-0.0232, 0.0475, 0.0114], [-0.0013, 0.0478, 0.0422], [0.0487, -0.0510, -0.0232], [0.0902, -0.0477, 0.0263], [-0.0093, 0.0321, -0.0464], [0.0349, -0.0455, -0.0737], [0.0103, 0.0222, 0.0625], [0.0572, -0.0003, -0.0008], [-0.0392, -0.0227, 0.0109], [-0.0330, -0.0093, 0.0054], [-0.0685, 0.0119, 0.0262], [-0.0119, 0.0036, 0.0015], [-0.0150, 0.0219, -0.0057], [0.0308, 0.0041, -0.0141], [0.0470, 0.0125, -0.0265], [0.0107, -0.0925, 0.0272], [-0.0242, -0.0045, 0.0003], [0.0129, 0.0070, 0.0194], [-0.0211, -0.0236, 0.0156], [-0.0158, 0.0192, -0.0087], [-0.0053, -0.0401, 0.0002], [0.0030, -0.0004, -0.0184], [-0.0343, -0.0123, -0.0157], [0.0093, 0.0252, -0.0112], [0.0043, 0.0056, 0.0164], [-0.0221, 0.0269, 0.0089], [0.0098, -0.0007, 0.0042], [0.0062, -0.0015, 0.0031], [-0.0083, 0.0076, 0.0054], [-0.0237, 0.0212, -0.0008], [0.0000, 0.0271, 0.0088], [-0.0031, 0.0103, 0.0004], [0.0014, 0.0004, -0.0093], [0.0000, -0.0043, -0.0025], [0.0011, 0.0053, 0.0161]]
}

Which formula does entry 2 have? C38H35FeGe2N4OS